(1)
ORCA calculation (ωB97M-V/def2-TZVPD) on a molecular structure, Cl2FeI2O8 at a distorted geometry.

CARTESIAN COORDINATES (ANGSTROEM)
1 Fe -0.4704 -0.6924 0.0996
2 I -0.9843 -1.2998 2.0794
3 I -1.9282 -1.4102 -1.5757
4 Cl 1.7588 -1.3754 -0.4652
5 O 2.6890 -1.9070 0.4478
6 O 2.1482 -1.0692 -1.7890
7 O 0.5071 -2.1405 -0.4532
8 O 1.1868 -0.1742 0.0843
9 Cl -1.0025 2.0107 0.3081
10 O -2.2064 2.7938 0.2300
11 O -0.3958 1.9778 1.5682
12 O -1.2561 0.6536 -0.0438
13 O -0.0460 2.6327 -0.4906

**Net charge**: -2
**2S+1**: 5
**⟨S²⟩**: 6.02
**ΔE to the lowest compared entry with this formula, charge and spin**: 208.1 kcal/mol
**Largest force on an atom**: 13.82 eV/Å
**Orbital gap (spin up / spin down)**: 4.45 / 5.54 eV

Here are the Löwdin charges for atoms 1 to 2, given in e: -0.638, 0.466



(2)
ORCA calculation (ωB97M-V/def2-TZVPD) on a single C4H12N2 molecule.

CARTESIAN COORDINATES (ANGSTROEM)
1 N 1.7416 -1.0006 1.4305
2 C 1.2504 -1.4167 0.1130
3 C 1.0262 -0.2623 -0.8706
4 N 0.2319 0.7852 -0.2434
5 C -1.0477 0.4422 0.3488
6 C -2.2316 1.1974 -0.2731
7 H 1.3272 -0.0894 1.6108
8 H 2.7254 -0.7916 1.2904
9 H 1.9526 -2.1406 -0.3032
10 H 0.3345 -2.0135 0.1564
11 H 0.5072 -0.6384 -1.7704
12 H 1.9976 0.1637 -1.1552
13 H 0.1146 1.6219 -0.7969
14 H -1.0543 0.6887 1.4098
15 H -1.2514 -0.6238 0.2485
16 H -2.0907 2.2709 -0.2574
17 H -2.4432 0.8612 -1.2821
18 H -3.0900 0.9458 0.3440

**Net charge**: 0
**ΔE to the lowest compared entry with this formula, charge and spin**: 16.6 kcal/mol
**SMILES**: CCNCCN
**Largest force on an atom**: 0.87 eV/Å
**Orbital gap**: 9.70 eV

Here are the Löwdin charges for atoms 1 to 2, given in e: 0.003, -0.298



(3)
ORCA calculation (ωB97M-V/def2-TZVPD) on a gas-phase ion, C6H15NO2P (charge -1) at a distorted geometry.

CARTESIAN COORDINATES (ANGSTROEM)
1 C 0.2443 -0.2147 3.3487
2 O 1.0224 0.5853 2.4902
3 C 0.2754 1.1583 1.4378
4 C 1.1782 1.4827 0.2487
5 C 1.8520 0.2466 -0.3642
6 C 1.0415 -0.5007 -1.4747
7 C -0.4789 -0.3252 -1.4352
8 N -1.0378 -0.9945 -2.6217
9 P -2.6101 -1.2499 -2.3675
10 O -3.0122 -2.4368 -1.5309
11 H -0.0215 0.3004 4.2820
12 H 0.8292 -1.1026 3.6094
13 H -0.6815 -0.5736 2.8894
14 H -0.5516 0.5288 1.0993
15 H -0.1741 2.1184 1.7484
16 H 1.9681 2.1337 0.6482
17 H 0.6388 2.0626 -0.4990
18 H 2.7725 0.6075 -0.8416
19 H 2.1825 -0.4635 0.3961
20 H 1.2217 -1.5674 -1.3333
21 H 1.3840 -0.1994 -2.4670
22 H -0.8030 0.7290 -1.3829
23 H -0.8687 -0.8491 -0.5407
24 H -3.1065 -0.0722 -1.7189
25 H -3.2645 -1.4037 -3.6203

**Net charge**: -1
**ΔE to the lowest compared entry with this formula, charge and spin**: 49.4 kcal/mol
**SMILES**: COCCCCCN=[PH2][O-]
**Largest force on an atom**: 1.97 eV/Å
**Orbital gap**: 6.55 eV

Here are the Löwdin charges for atoms 1 to 2, given in e: -0.120, -0.182



(4)
ORCA calculation (ωB97M-V/def2-TZVPD) on 2 unconnected molecules or ions with the total composition C3H5NO2 at a distorted geometry.

CARTESIAN COORDINATES (ANGSTROEM)
1 O -1.9111 -0.8750 0.0432
2 C -0.9870 0.0501 -0.5108
3 C 0.4304 -0.4815 -0.4487
4 O 0.4243 -1.7153 -0.0613
5 C 2.5475 1.5403 0.8199
6 N 3.0972 2.4589 1.2531
7 H -2.7505 -0.8401 -0.4237
8 H -1.1975 0.2724 -1.5662
9 H -1.0003 1.0058 0.0280
10 H 2.0038 0.7124 0.3663
11 H -0.5052 -2.0163 0.1175

**Net charge**: 0
**ΔE to the lowest compared entry with this formula, charge and spin**: 93.6 kcal/mol
**Largest force on an atom**: 1.10 eV/Å
**Orbital gap**: 9.73 eV

Here are the Löwdin charges for atoms 1 to 2, given in e: -0.078, -0.252



(5)
ORCA calculation (ωB97M-V/def2-TZVPD) on a molecular structure, C3CoF6NO4S2 at a distorted geometry.

CARTESIAN COORDINATES (ANGSTROEM)
1 Co -0.2473 0.7480 3.1575
2 O -3.2633 -0.9248 0.8357
3 C -2.7667 -0.2380 1.6667
4 O -2.4784 -0.1921 2.8337
5 N 0.0611 -0.4202 -1.2029
6 S -1.0126 0.6424 -0.6919
7 O -1.1672 0.6600 0.8959
8 C -0.2253 2.3448 -0.8691
9 F 0.0326 2.5435 -2.1530
10 F 0.9048 2.4561 -0.1881
11 F -1.0830 3.2623 -0.4527
12 S 1.6057 -0.4002 -0.5597
13 O 2.5906 -0.0760 -1.6486
14 C 1.7251 -2.2655 -0.4386
15 F 0.8692 -2.7213 0.4647
16 F 1.4939 -2.8543 -1.6003
17 F 2.9607 -2.5647 -0.0493

**Net charge**: 0
**2S+1**: 5
**⟨S²⟩**: 6.00
**Largest force on an atom**: 4.55 eV/Å
**Orbital gap (spin up / spin down)**: 8.43 / 5.89 eV

Here are the Löwdin charges for atoms 1 to 2, given in e: 0.945, 0.172



(6)
ORCA calculation (ωB97M-V/def2-TZVPD) on 2 unconnected molecules or ions with the total composition C11H11N at a distorted geometry.

CARTESIAN COORDINATES (ANGSTROEM)
1 C -0.4825 1.2054 -1.8543
2 C -0.3073 2.5614 -2.0846
3 C 0.1734 3.4111 -1.0788
4 C 0.7888 2.9141 0.0541
5 C 0.5852 1.5138 0.3004
6 C -0.0750 0.6983 -0.6253
7 C 1.1516 -1.5054 0.8493
8 C 0.4676 -2.1154 -0.1948
9 C -0.6537 -2.8976 0.1275
10 C -1.1653 -2.8664 1.4493
11 C -0.5096 -2.0435 2.3648
12 H -1.0473 0.6491 -2.6011
13 H -0.7256 3.0529 -3.0087
14 H 0.1963 4.4844 -1.1965
15 H 1.1877 3.5589 0.8913
16 H 1.1767 1.0647 1.1673
17 H -0.1783 -0.3933 -0.3714
18 H 2.0360 -0.9711 0.6421
19 H 0.6626 -2.1245 -1.2772
20 H -1.1698 -3.4777 -0.6366
21 H -1.9204 -3.4801 1.6851
22 H -0.8809 -1.8368 3.3318
23 N 0.6896 -1.4023 2.0661

**Net charge**: 0
**ΔE to the lowest compared entry with this formula, charge and spin**: 49.2 kcal/mol
**SMILES**: c1ccccc1.c1ccncc1
**Largest force on an atom**: 4.62 eV/Å
**Orbital gap**: 9.88 eV

Here are the Löwdin charges for atoms 1 to 2, given in e: -0.095, -0.107



(7)
ORCA calculation (ωB97M-V/def2-TZVPD) on a molecular structure, C31H39CoGeO7 at a distorted geometry.

CARTESIAN COORDINATES (ANGSTROEM)
1 Co 0.3576 -0.0104 0.6061
2 C 2.2929 2.1563 -0.5656
3 C 3.1816 0.9217 -0.5362
4 O 2.6517 0.0196 0.4190
5 C 3.3327 -1.2236 0.4231
6 C 2.4578 -2.2292 1.1495
7 O 1.2235 -2.2492 0.4493
8 C 0.2597 -3.0944 1.0571
9 C -1.0352 -2.8836 0.2924
10 O -1.4220 -1.5362 0.5083
11 C -2.5523 -1.1495 -0.2483
12 C -2.6671 0.3658 -0.1527
13 O -1.4184 0.8919 -0.5667
14 C -1.3464 2.3039 -0.4638
15 C 0.0347 2.7578 -0.9558
16 O 0.9714 1.7060 -0.7963
17 H 2.6048 2.8310 -1.3725
18 H 2.3426 2.6831 0.3957
19 H 4.2054 1.2020 -0.2594
20 H 3.1916 0.4352 -1.5206
21 H 4.2998 -1.1141 0.9245
22 H 3.4977 -1.5687 -0.6054
23 H 2.3066 -1.9141 2.1906
24 H 2.9231 -3.2235 1.1251
25 H 0.1145 -2.8011 2.1039
26 H 0.5799 -4.1424 1.0009
27 H -1.8171 -3.5673 0.6462
28 H -0.8641 -3.0652 -0.7795
29 H -3.4579 -1.6308 0.1459
30 H -2.4158 -1.4417 -1.2982
31 H -2.8937 0.6782 0.8773
32 H -3.4659 0.7205 -0.8170
33 H -1.4797 2.6019 0.5829
34 H -2.1353 2.7668 -1.0701
35 H 0.3408 3.6325 -0.3733
36 H -0.0024 3.0319 -2.0173
37 O 0.1277 1.5633 2.0240
38 C 0.1893 0.7167 2.9486
39 O 0.3680 -0.4924 2.6491
40 C 0.0130 1.1124 4.3853
41 C -1.2721 0.4642 4.9039
42 Ge -2.8868 1.6620 4.7852
43 C -3.1527 2.7852 3.1650
44 C -2.2712 3.8140 2.8552
45 C -2.5387 4.6876 1.8146
46 C -3.6992 4.5523 1.0689
47 C -4.5817 3.5254 1.3614
48 C -4.3073 2.6521 2.4013
49 C -2.6640 2.9088 6.3191
50 C -2.2158 2.4005 7.5317
51 C -1.9924 3.2352 8.6102
52 C -2.2377 4.5926 8.4961
53 C -2.7083 5.1065 7.3005
54 C -2.9275 4.2679 6.2208
55 C -4.5469 0.6208 5.0842
56 C -5.7347 1.3198 5.2666
57 C -6.9226 0.6511 5.4935
58 C -6.9371 -0.7324 5.5583
59 C -5.7602 -1.4381 5.3805
60 C -4.5730 -0.7656 5.1458
61 H -0.0216 2.2001 4.4509
62 H 0.8754 0.7513 4.9484
63 H -1.1557 0.2480 5.9652
64 H -1.4322 -0.4891 4.3995
65 H -1.3742 3.9456 3.4430
66 H -1.8531 5.4951 1.6066
67 H -3.9189 5.2458 0.2693
68 H -5.4995 3.4175 0.7988
69 H -5.0134 1.8636 2.6328
70 H -2.0358 1.3393 7.6404
71 H -1.6296 2.8278 9.5414
72 H -2.0630 5.2492 9.3353
73 H -2.9064 6.1640 7.2080
74 H -3.2973 4.6767 5.2895
75 H -5.7208 2.4017 5.2324
76 H -7.8346 1.2104 5.6308
77 H -7.8619 -1.2549 5.7511
78 H -5.7667 -2.5166 5.4337
79 H -3.6594 -1.3295 5.0118

**Net charge**: +1
**2S+1**: 2
**⟨S²⟩**: 0.76
**ΔE to the lowest compared entry with this formula, charge and spin**: 18.3 kcal/mol
**Largest force on an atom**: 2.69 eV/Å
**Orbital gap (spin up / spin down)**: 6.89 / 8.02 eV

Here are the Löwdin charges for atoms 1 to 2, given in e: 0.876, -0.151